Entry 1:
# C46H50BBrIN9O4SiTa

A structure of composition C46H50BBrIN9O4SiTa at a distorted geometry (ωB97M-V/def2-TZVPD, the OMol25 dataset).

XYZ file:
```
114
Properties=species:S:1:pos:R:3
Ta -0.16969 -0.02056 0.77012
C -3.39873 4.23167 -0.76294
C -2.57868 3.45420 0.20926
C -2.39430 3.69201 1.55562
C -1.56419 2.68545 2.02676
N -1.24270 1.87570 0.98870
N -1.89422 2.35008 -0.11374
B -1.76611 1.71526 -1.50525
N -0.38283 1.97317 -2.01930
N 0.69078 1.50518 -1.32592
C 1.76025 1.98876 -1.98676
C 1.34635 2.75549 -3.08457
C -0.02279 2.71623 -3.08175
C -0.97951 3.38847 -4.01378
C 3.19061 1.81501 -1.66013
C 4.07529 2.84882 -1.97937
C 5.43455 2.70692 -1.76918
C 5.93997 1.52080 -1.24774
C 5.06802 0.49442 -0.92567
C 3.70087 0.64615 -1.12612
N -2.06645 0.17700 -1.54058
N -1.42088 -0.84339 -0.84759
C -1.82889 -2.02188 -1.41055
C -2.71685 -1.72588 -2.43277
C -2.84285 -0.35756 -2.49172
C -3.71109 0.41489 -3.42925
C -1.54513 -3.45513 -1.09566
C -0.32473 -4.03558 -0.75384
C -0.21397 -5.42799 -0.74399
C -1.28974 -6.25216 -1.00146
C -2.52944 -5.68125 -1.26183
C -2.64109 -4.30926 -1.31558
C -1.19479 2.48220 3.44266
C 0.10931 2.25541 3.85816
C 0.39088 2.05663 5.20241
C -0.62844 2.09489 6.14156
C -1.93225 2.35306 5.73564
C -2.21325 2.55197 4.39444
H -3.93927 5.00844 -0.22644
H -4.12207 3.59622 -1.27364
H -2.77465 4.71098 -1.51764
H -2.79128 4.51300 2.12955
H -2.56298 2.23407 -2.21853
H 1.97541 3.24688 -3.80811
H -0.41330 3.95852 -4.74737
H -1.64193 4.07770 -3.49019
H -1.60333 2.67582 -4.55367
H 3.69412 3.78351 -2.37069
H 6.10307 3.52307 -2.01017
H 7.00496 1.40378 -1.09430
H 5.45196 -0.43458 -0.52139
H 3.02343 -0.15834 -0.89124
H -3.18774 -2.42791 -3.09813
H -4.29394 -0.28936 -4.01930
H -3.12838 1.03453 -4.10902
H -4.39817 1.06707 -2.89042
H 0.92905 -3.33313 0.77999
H 0.75187 -5.86249 -0.51006
H -1.16823 -7.32731 -0.98806
H -3.40329 -6.29875 -1.42281
H -3.61605 -3.87980 -1.49966
H 0.91331 2.30227 3.14521
H 1.41333 1.88392 5.51462
H -0.40765 1.93966 7.18960
H -2.73047 2.40020 6.46502
H -3.23253 2.73355 4.07512
C 4.22491 -3.52373 1.86436
C 4.13188 -2.04752 2.04278
N 3.20054 -1.26658 1.55690
C 3.49175 -0.00836 2.02046
C 4.62429 -0.02893 2.79686
N 5.01180 -1.33199 2.79434
C 5.47692 0.91965 3.57846
O 5.18619 2.20747 3.53664
O 6.39927 0.47201 4.20888
C 2.63821 1.15337 1.77010
O 2.91210 2.29331 2.04901
O 1.40789 0.87220 1.27453
H 3.98778 -3.79467 0.83652
H 3.51437 -4.02759 2.52167
H 5.22345 -3.89108 2.09618
H 5.81310 -1.65417 3.32001
H 4.40261 2.36942 2.96186
I 0.64936 -1.54383 3.02623
C 0.87302 -3.27860 -0.29766
H 1.79495 -3.70381 -0.69420
H 0.86973 -2.22401 -0.61044
Br 2.76265 -2.77337 -6.60562
C 2.23434 -2.16382 -4.91206
C 1.10752 -1.37482 -4.77817
C 0.75741 -0.96098 -3.50300
N 1.43318 -1.28781 -2.40271
C 2.52970 -2.03163 -2.56571
C 2.97517 -2.49542 -3.79149
H 0.51873 -1.08346 -5.63644
H -0.10799 -0.32059 -3.36423
H 3.09210 -2.25633 -1.66435
H 3.87511 -3.08877 -3.86807
C -4.62912 0.86246 0.65039
Si -3.84780 -0.47883 1.67514
C -4.60136 -0.34282 3.37256
C -4.30863 -2.13887 0.96618
C -1.98676 -0.45166 2.01563
H -5.71267 0.71792 0.72044
H -4.35769 0.83062 -0.40663
H -4.40619 1.85220 1.04520
H -5.67785 -0.53433 3.31807
H -4.45753 0.65496 3.79414
H -4.16582 -1.06595 4.06760
H -5.18680 -2.06452 0.31887
H -4.54927 -2.83337 1.77612
H -3.49890 -2.58662 0.39064
H -1.83149 -1.45354 2.41744
H -1.85269 0.20605 2.88001
```

Summary:
ΔE to the lowest compared entry with this formula, charge and spin = 15.4 kcal per mole
Orbital gap = 6.52 eV
LUMO level = -4.155 eV
Charge = +1



Entry 2:
# C33H49BN2O4Se2V

A structure of composition C33H49BN2O4Se2V at a distorted geometry (ωB97M-V/def2-TZVPD, the OMol25 dataset).

XYZ file:
```
92
Properties=species:S:1:pos:R:3
V 0.02777 -1.35474 -0.35989
O 1.63517 -4.60634 0.87221
C 2.71407 -4.36284 1.72911
C 2.87137 -2.87794 2.09861
C 3.85037 -2.76024 3.28421
O 4.20077 -1.43044 3.60281
C 3.48857 -2.09834 0.94041
Se 2.39237 -1.66564 -0.64839
C 1.52607 -2.30574 2.52921
Se 0.68507 -3.27964 4.01561
H 0.84487 -4.38384 1.38591
H 3.61047 -4.72114 1.21291
H 2.59687 -4.93954 2.65691
H 4.79357 -3.27244 3.06181
H 3.38787 -3.23614 4.15901
H 3.37107 -0.95714 3.75221
H 4.33027 -2.67624 0.54621
H 3.87097 -1.14314 1.31101
H 0.78867 -2.32014 1.71031
H 1.62917 -1.26324 2.84971
C -0.93353 0.16286 3.09081
C -2.34413 0.74576 3.08121
C -2.30833 2.27546 3.20631
C -3.16883 0.31336 1.88521
C -4.32433 -0.41804 2.13631
C -5.16773 -0.80884 1.11601
C -4.88753 -0.42994 -0.18159
C -3.76083 0.32266 -0.47279
C -3.50433 0.77896 -1.89389
C -4.70223 1.55856 -2.44469
C -3.18163 -0.40354 -2.80369
C -2.86953 0.65436 0.55991
N -1.65813 1.28686 0.20991
B -0.45633 0.62776 -0.25619
N 0.31697 1.75196 -0.73759
C -0.38593 2.93156 -0.57269
C -1.58243 2.64576 -0.02509
C 1.55137 1.74166 -1.40729
C 2.69727 2.21166 -0.75689
C 3.89927 2.24286 -1.44899
C 3.97287 1.80126 -2.75559
C 2.84247 1.31246 -3.38489
C 1.62077 1.27476 -2.72839
C 0.37957 0.77056 -3.43129
C 0.56087 -0.66354 -3.92739
C -0.00813 1.71066 -4.57699
C 2.62257 2.63806 0.69171
C 3.65977 1.89156 1.52801
C 2.81027 4.15016 0.83511
H -0.45863 0.35416 4.05251
H -0.31963 0.59516 2.29891
H -0.98663 -0.91474 2.94671
H -2.85993 0.35506 3.97011
H -1.68363 2.71866 2.43391
H -1.90423 2.56096 4.17811
H -3.31683 2.68306 3.11771
H -4.55593 -0.70384 3.15491
H -6.04793 -1.39974 1.33291
H -5.54063 -0.75114 -0.97799
H -2.64313 1.45266 -1.89239
H -5.55443 0.90146 -2.60219
H -4.44743 2.01766 -3.39909
H -4.99973 2.34776 -1.75749
H -4.01233 -1.10344 -2.82729
H -2.31143 -0.92914 -2.41549
H -2.96873 -0.06594 -3.81839
H 0.02517 3.88286 -0.86209
H -2.39833 3.30786 0.20411
H 4.79197 2.60266 -0.95469
H 4.91987 1.82226 -3.28029
H 2.91887 0.95426 -4.40259
H -0.43803 0.75646 -2.70259
H 1.38227 -0.73954 -4.63759
H -0.35253 -1.01804 -4.40599
H 0.78147 -1.30824 -3.06929
H 0.73907 1.69016 -5.36919
H -0.09523 2.73316 -4.21389
H -0.96883 1.41936 -4.99969
H 1.62977 2.36626 1.06751
H 4.67157 2.20886 1.27951
H 3.57077 0.82606 1.33701
H 3.50057 2.07046 2.59051
H 3.78777 4.44896 0.45731
H 2.73767 4.44326 1.88211
H 2.04527 4.68316 0.27501
C -1.54083 -4.39894 -0.38759
C -2.28203 -3.06144 -0.58149
O -3.48973 -3.05304 -0.85039
O -1.53643 -2.04724 -0.43319
H -2.08543 -5.20574 -0.87389
H -1.48133 -4.60054 0.68261
H -0.52753 -4.32484 -0.79109
```

Summary:
Spin multiplicity = 2
Orbital gap (alpha / beta) = 5.10 / 4.54 eV
LUMO level (alpha / beta) = 4.358 / 4.359 eV
Charge = -2



Entry 3:
# C21H30N4O4S2

An isolated molecule of C21H30N4O4S2 at a distorted geometry (ωB97M-V/def2-TZVPD, the OMol25 dataset).

XYZ file:
```
61
Properties=species:S:1:pos:R:3
C 2.00682 5.23442 -0.75619
S 0.50029 4.23767 -0.59001
C 1.14610 2.83390 0.37497
C 2.00647 1.90206 -0.46515
C 2.34312 0.60375 0.28896
N 3.29742 -0.18063 -0.45404
C 4.40067 -0.71415 0.14887
O 4.74993 -0.42375 1.26606
O 5.00857 -1.54608 -0.70115
C 6.25322 -2.19734 -0.33245
C 6.60965 -3.03156 -1.56280
C 6.03738 -3.09729 0.88329
C 7.33420 -1.15289 -0.05917
C 1.09371 -0.17818 0.51555
N 0.42392 -0.83243 -0.37065
N -0.65863 -1.35518 0.24229
C -0.59278 -0.98503 1.48997
S -1.70146 -1.33330 2.75457
C -2.93544 -2.29657 1.81053
C -3.93733 -1.38075 1.09637
O -5.00165 -1.10306 1.60076
N -3.50313 -0.95329 -0.10474
C -4.21060 -0.04857 -0.93879
C -5.47825 -0.37429 -1.42282
C -6.12500 -1.68135 -1.09163
C -6.12844 0.54533 -2.23642
C -5.53382 1.74544 -2.57450
C -4.26868 2.04653 -2.10282
C -3.59389 1.15875 -1.28029
C -2.22931 1.48865 -0.75396
O 0.50097 -0.23473 1.73504
H 2.42656 5.41857 0.22859
H 1.70759 6.17185 -1.21271
H 2.72311 4.72633 -1.39482
H 1.69787 3.23200 1.22697
H 0.25589 2.32266 0.73894
H 2.94608 2.38908 -0.72934
H 1.47621 1.64583 -1.38501
H 2.80182 0.82751 1.25909
H 3.00273 -0.56984 -1.33600
H 5.81800 -3.74633 -1.77058
H 6.72819 -2.38639 -2.42913
H 7.53717 -3.56878 -1.39003
H 6.94891 -3.64829 1.09636
H 5.23482 -3.80511 0.68670
H 5.77506 -2.49939 1.75166
H 8.28246 -1.64906 0.12647
H 7.44251 -0.49353 -0.91777
H 7.07075 -0.55807 0.81092
H -3.46676 -2.87934 2.56173
H -2.39349 -2.94232 1.12290
H -2.53349 -1.13728 -0.35123
H -6.47648 -1.66883 -0.06009
H -6.97127 -1.86629 -1.74802
H -5.41299 -2.50016 -1.18823
H -7.11283 0.30811 -2.61246
H -6.05421 2.44714 -3.20906
H -3.80002 2.98340 -2.36556
H -2.20604 1.37755 0.33103
H -1.95729 2.51163 -1.00254
H -1.48151 0.82171 -1.18538
```

Summary:
ΔE to the lowest compared entry with this formula, charge and spin = 0.0 kcal per mole
Orbital gap = 9.28 eV
LUMO level = 0.575 eV
Charge = 0



Entry 4:
# C4H28N3O8

A cluster of 9 separate species, C4H28N3O8 in total at a distorted geometry (ωB97M-V/def2-TZVPD, the OMol25 dataset).

XYZ file:
```
43
Properties=species:S:1:pos:R:3
C 0.52272 -0.06315 0.90483
C 0.55458 -1.19936 -0.15370
C 1.84059 -1.11228 -1.04502
N 2.50341 -1.47590 -3.80656
C 1.66886 -0.47024 -3.35483
N 1.40473 -0.23086 -2.13010
N -0.00913 1.24526 0.27225
H 1.48412 0.10609 1.36054
H -0.14910 -0.30622 1.71650
H 0.49805 -2.17797 0.32846
H -0.27248 -1.12063 -0.84007
H 2.70381 -0.79396 -0.46352
H 2.13777 -2.11641 -1.38968
H 2.52175 -1.55439 -4.80862
H 2.73024 -2.34756 -3.34949
H 1.25411 0.07280 -4.21243
H 0.39271 1.35475 -0.65517
H 0.37417 2.04989 0.87224
H -1.02294 1.24442 0.21492
H -0.68951 -1.35011 3.53515
H -0.64805 -1.19125 4.99584
O -0.18071 -0.86729 4.21015
H -2.85911 -1.08573 1.81471
H -2.97577 -1.96990 3.02042
O -2.31842 -1.66220 2.37707
H 1.49601 1.90309 3.76467
H 0.34789 0.89685 3.86559
O 0.77414 1.52660 3.24920
H -4.84117 0.59574 1.10357
H -4.04659 1.27400 -0.13688
O -3.99612 0.71618 0.66789
H 1.42522 4.11882 1.36969
H 0.56169 3.38669 2.44766
O 0.69308 3.50234 1.49274
H 1.92133 2.03451 -1.73944
H 3.18969 1.51388 -1.07631
O 2.32742 1.91564 -0.87086
H -4.33778 2.79092 -1.90552
H -4.73759 1.43217 -2.35309
O -4.15797 1.86238 -1.70864
H 0.91562 -4.91629 -2.61030
H 0.06810 -3.58104 -2.38780
O 0.93063 -3.95032 -2.58603
```

Summary:
ΔE to the lowest compared entry with this formula, charge and spin = 36.3 kcal per mole
Orbital gap = 9.53 eV
LUMO level = -2.072 eV
Charge = +1



Entry 5:
# C25H17ClF6N3O2RhS

A structure of composition C25H17ClF6N3O2RhS at a distorted geometry (ωB97M-V/def2-TZVPD, the OMol25 dataset).

XYZ file:
```
56
Properties=species:S:1:pos:R:3
Rh 0.38644 -0.38148 -0.64256
Cl 3.81508 -5.93824 1.97613
C 2.62870 -4.72950 1.53562
C 1.33645 -5.11577 1.17228
C 0.39379 -4.17888 0.83149
C 0.69011 -2.79822 0.80224
O -0.26099 -1.94557 0.49614
C 2.00698 -2.43220 1.17704
C 2.41763 -1.05466 1.27834
N 1.75554 -0.09384 0.81297
C 2.04085 1.28630 1.09384
C 3.16910 1.77347 1.65665
C 3.33176 3.16563 1.86424
C 2.34972 4.03799 1.51999
C 1.14494 3.55066 0.95919
C 0.06222 4.38617 0.58600
C -1.07108 3.83745 0.08919
C -1.14358 2.43098 -0.06280
N -0.16809 1.63124 0.24146
C 0.99177 2.17194 0.74953
C 2.94719 -3.40760 1.55293
H 1.08279 -6.16900 1.16721
H -0.61695 -4.47802 0.57820
H 3.32788 -0.84752 1.84152
H 3.97881 1.10175 1.92842
H 4.25524 3.53320 2.29750
H 2.47217 5.10535 1.67612
H 0.15468 5.46016 0.70870
H -1.91173 4.45085 -0.20738
H -2.04352 1.96251 -0.44087
H 3.94417 -3.10018 1.85882
S -1.23675 1.68233 -3.10701
C -1.48412 -0.03003 -3.11078
C -2.27171 -0.57195 -4.14458
C -2.63806 -1.89606 -4.13262
C -2.22703 -2.69755 -3.07434
C -1.45046 -2.13009 -2.09879
N -1.05713 -0.83680 -2.10180
H -2.58650 0.09117 -4.93693
H -3.24076 -2.30555 -4.93546
H -2.49518 -3.74365 -3.00811
H -1.10449 -2.70425 -1.25226
C 2.65846 1.20881 -4.09812
C 2.55058 0.46802 -2.76704
O 1.44132 0.84430 -2.01636
C 3.81708 0.85201 -1.94722
F 3.95049 0.11442 -0.81747
F 4.96669 0.71674 -2.63191
F 3.72724 2.13894 -1.57252
C 2.55851 -1.05211 -3.08622
F 1.55179 -1.33672 -3.93114
F 3.70101 -1.45732 -3.66858
F 2.38254 -1.82187 -1.99098
H 2.61949 2.27914 -3.90213
H 1.82135 0.94359 -4.73115
H 3.59007 0.96494 -4.60474
```

Summary:
ΔE to the lowest compared entry with this formula, charge and spin = 54.2 kcal per mole
Orbital gap (alpha / beta) = 4.68 / 4.50 eV
LUMO level (alpha / beta) = -2.084 / -2.233 eV
Charge = 0



Entry 6:
# CH2NO5PS

A structure of composition CH2NO5PS at a distorted geometry (ωB97M-V/def2-TZVPD, the OMol25 dataset).

XYZ file:
```
11
Properties=species:S:1:pos:R:3
C 0.59864 0.30757 0.10538
N 1.45387 0.01875 -0.88763
O -2.07751 -0.51976 0.48670
O -0.53006 -2.07714 1.74732
O -0.99438 0.28582 2.72021
O 1.97058 -0.18851 -3.27094
O 3.03146 1.59747 -2.01476
P -1.10232 -0.70196 1.59391
S 1.74641 0.87996 -2.28354
H 0.31780 -0.38222 0.87450
H 0.31495 1.45432 0.26835
```

Summary:
Spin multiplicity = 3
Orbital gap (alpha / beta) = 4.67 / 6.76 eV
LUMO level (alpha / beta) = 5.932 / 4.980 eV
Charge = -2